1.
ORCA calculation (the ωB97M-V functional and the def2-TZVPD basis) on the molecule C18H21N3O4 at a distorted geometry.

```
! wB97M-V def2-TZVPD RIJCOSX def2/J DEFGRID3
* xyz 0 1
C 1.60449 0.12181 2.70011
C 2.10236 -0.71146 1.55720
C 1.53432 -1.95372 1.30694
C 1.98922 -2.74443 0.26921
C 3.04562 -2.31269 -0.51044
C 3.63840 -1.07710 -0.29087
C 4.78865 -0.63232 -1.14283
C 3.14038 -0.26916 0.73368
O 3.66291 1.00678 0.95565
C 3.28026 1.97503 -0.01302
C 1.87216 1.74984 -0.45273
C 0.66565 2.02114 0.12714
C -0.26265 1.33646 -0.69723
C -1.73094 1.30819 -0.48718
O -2.31724 2.31895 -0.10554
N -2.34413 0.13839 -0.68790
C -1.71673 -1.10053 -1.12138
C -2.83926 -2.13022 -1.02948
C -4.08694 -1.30148 -1.32372
C -3.79383 -0.00074 -0.58380
C -4.23696 -0.08951 0.89746
N -4.12542 1.08047 1.54292
O -4.66106 -1.10723 1.39799
N 0.35886 0.73847 -1.68386
O 1.67210 0.99079 -1.54316
H 0.53569 0.30882 2.60104
H 2.13463 1.06870 2.74282
H 1.76522 -0.40795 3.63808
H 0.72284 -2.29348 1.93452
H 1.52865 -3.70160 0.07541
H 3.41929 -2.93798 -1.30776
H 5.36905 -1.49331 -1.46645
H 4.42472 -0.11953 -2.03422
H 5.43789 0.04114 -0.58741
H 3.93790 1.93543 -0.89036
H 3.38376 2.94464 0.48021
H 0.45255 2.60551 0.99567
H -0.86101 -1.34482 -0.48769
H -1.36051 -0.99040 -2.14948
H -2.70010 -2.95126 -1.72849
H -2.90769 -2.53072 -0.01846
H -4.99078 -1.77096 -0.94248
H -4.19046 -1.11826 -2.39318
H -4.27440 0.87747 -1.02776
H -4.34908 1.11874 2.52428
H -3.65530 1.86240 1.09612
*
```

Properties
DFT total energy: -1163.7375 Eh
SMILES: Cc1cccc(C)c1OCc1cc(C(=O)N2CCC[C@H]2C(N)=O)no1
Relative energy (zero: lowest compared OMol25 entry of this formula, charge and spin): 57.0 kcal per mole
Kohn-Sham gap: 9.766 eV
HOMO level: -9.0998 eV

2.
ORCA calculation (the ωB97M-V functional and the def2-TZVPD basis) on the ion C6H10N with charge +1 at a distorted geometry.

```
! wB97M-V def2-TZVPD RIJCOSX def2/J DEFGRID3
* xyz 1 1
C 1.17173 -1.22854 -2.65559
C 0.10248 -0.53195 -2.30976
C 0.05097 0.21210 -0.84326
C -0.16101 1.30294 0.02084
N 0.02025 0.65510 1.24118
C -1.04965 0.70844 2.19433
C 0.28933 -0.67839 0.38415
H 1.13730 -1.81906 -3.60836
H 2.12335 -1.31665 -2.21937
H -0.85955 -0.45911 -2.74951
H -0.37681 2.39041 -0.03946
H 0.82223 1.16743 1.72100
H -1.84957 0.07130 1.91456
H -0.75357 0.33716 3.13985
H -1.41985 1.76892 2.51072
H -0.53894 -1.35696 0.63123
H 1.29132 -1.22315 0.66746
*
```

Properties
DFT total energy: -288.9840 Eh
SMILES: C=CC1=C[N@@H+](C)C1
Relative energy (zero: lowest compared OMol25 entry of this formula, charge and spin): 62.1 kcal per mole
Kohn-Sham gap: 10.640 eV
HOMO level: -14.0227 eV

3.
ORCA calculation (the ωB97M-V functional and the def2-TZVPD basis) on the molecule C4H8O2 at a distorted geometry.

```
! wB97M-V def2-TZVPD RIJCOSX def2/J DEFGRID3
* xyz 0 1
C -2.13049 -0.00166 -0.09358
C -0.84152 0.63080 0.44639
C 0.38930 -0.18772 0.09098
O 1.59319 0.47347 0.63028
C 2.72174 -0.18632 0.26451
O 2.70862 -1.17797 -0.41725
H -2.29212 -1.00482 0.31866
H -3.00300 0.60682 0.17128
H -2.10916 -0.08910 -1.18630
H -0.90413 0.72776 1.53533
H -0.72470 1.64008 0.03766
H 0.32525 -1.20215 0.50592
H 0.49873 -0.29205 -0.99552
H 3.76270 0.04701 0.51019
*
```

Properties
DFT total energy: -307.6765 Eh
SMILES: CCCOC=O
Relative energy (zero: lowest compared OMol25 entry of this formula, charge and spin): 22.6 kcal per mole
Kohn-Sham gap: 11.491 eV
HOMO level: -10.4554 eV

4.
ORCA calculation (the ωB97M-V functional and the def2-TZVPD basis) on a structure of composition C4H8NO4Sn at a distorted geometry.

```
! wB97M-V def2-TZVPD RIJCOSX def2/J DEFGRID3
* xyz 1 1
Sn -0.55664 -2.69199 0.46785
O -3.55467 -3.43033 -2.87519
C -2.59909 -2.51824 -3.08325
O -1.61669 -2.53595 -2.30370
O -2.77346 -1.60985 -3.89490
H -2.95918 -3.89128 -2.27978
C -0.07391 2.33676 0.04023
C 0.75033 1.22569 0.66784
O 0.48852 0.06182 0.38905
N 1.68351 1.54497 1.57639
C 2.40035 0.53521 2.30505
H -1.05760 2.04961 0.41172
H -0.01840 2.18133 -1.03721
H 0.13201 3.37791 0.28864
H 1.92652 2.49360 1.82362
H 2.47403 -0.43351 1.81083
H 1.91062 0.47386 3.27691
H 3.44376 0.83036 2.41590
*
```

Properties
DFT total energy: -726.8579 Eh
Relative energy (zero: lowest compared OMol25 entry of this formula, charge and spin): 15.9 kcal per mole
Kohn-Sham gap: 4.230 eV
HOMO level: -11.9870 eV

5.
ORCA calculation (the ωB97M-V functional and the def2-TZVPD basis) on the molecule C4H4O2.

```
! wB97M-V def2-TZVPD RIJCOSX def2/J DEFGRID3
* xyz 0 1
C 2.19847 -0.52030 -0.75178
C 1.33315 -0.27125 0.04905
C 0.23408 0.39396 0.76546
O -0.96669 -0.39049 0.89704
C -1.80745 -0.23181 -0.13763
O -1.60200 0.49430 -1.07367
H 2.85481 -0.60133 -1.59753
H 0.02158 1.23210 0.09497
H 0.44794 0.74085 1.78155
H -2.71389 -0.84604 -0.02747
*
```

Properties
DFT total energy: -305.2149 Eh
SMILES: C#CCOC=O
Relative energy (zero: lowest compared OMol25 entry of this formula, charge and spin): 40.5 kcal per mole
Kohn-Sham gap: 11.272 eV
HOMO level: -10.3633 eV

6.
ORCA calculation (the ωB97M-V functional and the def2-TZVPD basis) on a cluster of 2 separate species, C4H11N3O in total.

```
! wB97M-V def2-TZVPD RIJCOSX def2/J DEFGRID3
* xyz 0 1
H -0.53642 -4.01412 1.31616
N -0.70450 -3.56751 0.41868
C 0.10225 -2.59030 0.31091
N 0.17016 -1.82389 -0.82952
C 1.33094 -0.95232 -1.04165
H 0.78813 -2.21154 1.08566
H -0.10541 -2.35514 -1.64559
H 1.10916 -0.20918 -1.80403
H 1.43390 -0.39060 -0.11509
H 2.23348 -1.52530 -1.29554
C -0.57031 3.19025 0.84772
C -0.16443 1.96660 0.03997
N -1.08779 0.96768 0.06837
O 0.90350 1.89853 -0.54153
H -1.65299 3.31064 0.85717
H -0.04135 4.05076 0.44368
H -0.20019 3.00362 1.86433
H -1.05300 0.16101 -0.53659
H -1.95514 1.09081 0.55690
*
```

Properties
DFT total energy: -398.5244 Eh
SMILES: [H]/N=C/NC.CC(N)=O
Relative energy (zero: lowest compared OMol25 entry of this formula, charge and spin): 18.7 kcal per mole
Kohn-Sham gap: 9.923 eV
HOMO level: -9.0647 eV

7.
ORCA calculation (the ωB97M-V functional and the def2-TZVPD basis) on a structure of composition C51H39EuN7O8PS3Se at a distorted geometry.

```
! wB97M-V def2-TZVPD RIJCOSX def2/J DEFGRID3
* xyz -1 8
Eu 0.39715 0.06587 0.08741
O 3.19965 -1.80112 -0.64651
S 2.96734 -1.92026 0.78741
O 3.11829 -3.27990 1.25194
O 1.71313 -1.30107 1.23458
C 4.19897 -0.94311 1.65123
C 5.13907 -1.56473 2.45589
C 6.00375 -0.80169 3.22404
C 5.91878 0.58354 3.19277
C 4.95362 1.19877 2.41077
C 4.09569 0.43035 1.64025
S 2.80021 1.30351 0.76446
O 3.30623 2.64824 0.56897
O 2.45724 0.65570 -0.50959
O 1.61703 1.28605 1.63913
H 5.14748 -2.64455 2.47274
H 6.73907 -1.28973 3.84593
H 6.58695 1.18631 3.79111
H 4.84065 2.27199 2.37451
S -3.88180 -3.05113 -0.55185
C -3.55221 -2.61403 -2.19818
C -4.23843 -2.98011 -3.34311
C -3.77824 -2.50905 -4.55661
C -2.64397 -1.70315 -4.62792
C -1.95739 -1.34018 -3.48941
C -2.41320 -1.78068 -2.24681
N -1.86884 -1.49139 -1.02860
C -2.48971 -2.08649 -0.05538
C -2.09508 -1.98883 1.32699
C -2.63539 -2.86884 2.27600
C -2.21476 -2.79824 3.58652
C -1.26244 -1.84959 3.94781
C -0.75707 -0.96574 3.00836
C -1.15182 -0.97913 1.65790
H -5.10509 -3.61918 -3.27734
H -4.30324 -2.76983 -5.45997
H -2.28686 -1.37024 -5.59105
H -1.07254 -0.72643 -3.55589
H -3.37369 -3.60206 1.96933
H -2.60683 -3.48463 4.32501
H -0.91444 -1.80296 4.97059
H -0.02213 -0.22666 3.32436
Se -2.40861 2.77935 -7.31116
N -3.26092 2.11905 -5.91748
C -2.44162 2.10089 -4.88105
C -2.79161 1.65639 -3.56252
C -4.08743 1.26189 -3.22451
C -4.34893 0.91343 -1.91725
C -3.30144 0.92890 -0.99769
N -2.06051 1.26805 -1.29547
C -1.79962 1.65650 -2.55236
C -0.46142 2.15014 -2.82863
N 0.40822 2.19250 -1.79875
C 1.55846 2.82553 -1.98036
C 1.96327 3.34317 -3.21560
C 1.12251 3.23190 -4.29923
C -0.13861 2.65763 -4.10449
C -1.12522 2.59983 -5.14636
N -0.92646 3.01070 -6.38475
H -4.85148 1.25216 -3.98668
H -5.34406 0.63596 -1.60933
H -3.47460 0.66275 0.03388
H 2.19545 2.94456 -1.11235
H 2.92336 3.82397 -3.30807
H 1.37941 3.59329 -5.28456
O 3.48565 -1.06583 -3.20298
C 3.90792 -2.35185 -3.53762
N 3.04482 -2.95863 -4.53430
C 1.83582 -3.51605 -4.31248
O 1.13736 -3.94196 -5.20894
C 1.43010 -3.57086 -2.86900
C 1.44133 -4.75107 -2.13710
C 1.01205 -4.70832 -0.82195
C 0.58264 -3.50139 -0.29104
N 0.54470 -2.37256 -0.99578
C 0.96375 -2.41517 -2.25513
H 3.27058 -1.05393 -2.25073
H 3.93820 -2.99002 -2.64847
H 4.91149 -2.30204 -3.98449
H 3.27032 -2.79435 -5.50622
H 1.77941 -5.67205 -2.59160
H 1.02914 -5.59577 -0.21096
H 0.25810 -3.43362 0.74027
H 0.93010 -1.47960 -2.80661
C -1.61671 3.94246 0.38116
P -0.97907 2.53455 1.41702
C -2.41050 2.45910 2.57712
C -3.14615 1.28645 2.69100
C -4.19844 1.20096 3.58676
C -4.53218 2.28831 4.37532
C -3.82523 3.47192 4.23942
C -2.77131 3.55901 3.34920
C 0.18682 3.43589 2.50662
C 0.97254 4.47366 2.01885
C 1.86719 5.12585 2.84920
C 2.00458 4.73623 4.17029
C 1.25072 3.67815 4.65376
C 0.35030 3.02955 3.82945
H -1.77883 4.83544 0.98097
H -2.56206 3.62839 -0.05477
H -0.91688 4.16029 -0.42209
H -2.85254 0.42767 2.10182
H -4.75097 0.27738 3.67167
H -5.32861 2.20964 5.10177
H -4.09564 4.32775 4.83817
H -2.20847 4.47851 3.27278
H 0.90015 4.76760 0.98206
H 2.45808 5.94499 2.46551
H 2.69882 5.24997 4.82068
H 1.36328 3.36346 5.68225
H -0.23001 2.19806 4.20831
*
```

Properties
Expectation value of S²: 15.760
DFT total energy: -7599.9549 Eh
Kohn-Sham gap (alpha / beta): 3.682 / 5.682 eV
HOMO level (alpha / beta): -2.5989 / -4.5952 eV

8.
ORCA calculation (the ωB97M-V functional and the def2-TZVPD basis) on a structure of composition C21H30N2O2P2Pb at a distorted geometry.

```
! wB97M-V def2-TZVPD RIJCOSX def2/J DEFGRID3
* xyz 2 1
C 1.94451 -0.40719 -3.95036
C 1.09913 0.22331 -3.03844
C -0.15237 -0.43508 -2.74027
C -0.07854 -1.85346 -2.63617
C 0.90808 -2.52019 -3.37610
C 1.84097 -1.79509 -4.11695
C -0.94093 -2.49982 -1.58817
C -2.23661 -1.74725 -1.44649
C -2.26565 -0.35795 -1.74578
C -3.35749 0.42264 -1.23310
C -4.53647 -0.21948 -0.88964
C -4.55429 -1.61239 -0.74770
C -3.39572 -2.35671 -0.96284
H 2.72743 0.15782 -4.46071
H 0.92678 -3.61151 -3.37479
H 2.54053 -2.30992 -4.77627
H -1.11369 -3.55613 -1.82461
H -5.42141 0.38807 -0.68567
H -5.47288 -2.09125 -0.41580
H -3.38735 -3.42431 -0.74784
N -1.24557 0.28547 -2.37702
Pb 1.17012 -2.29265 1.16968
C 1.51421 1.30718 -2.08813
H 0.72817 2.06942 -1.99801
H 2.49370 1.74753 -2.32664
C -3.10458 1.88586 -0.93888
H -2.69728 2.42000 -1.81089
H -4.00846 2.39119 -0.56925
P 1.66775 0.43240 -0.38681
P -1.83998 1.97719 0.39252
C -2.29648 0.89738 1.74098
H -1.39563 0.60773 2.29620
H -3.00024 1.41174 2.40817
H -2.77284 -0.01240 1.36137
C -1.55275 3.65915 0.92268
H -2.41403 4.01760 1.50835
H -0.64644 3.68877 1.54627
H -1.40679 4.31918 0.05457
C 3.22435 -0.46260 -0.73820
H 4.06208 0.24171 -0.66000
H 3.36542 -1.27460 -0.00995
H 3.19739 -0.87968 -1.75254
C 2.33304 1.86237 0.52167
H 2.52601 1.56760 1.55997
H 3.26864 2.18045 0.04395
H 1.60763 2.68687 0.49956
H -0.32870 -2.51951 -0.52258
H -0.66733 1.44016 -0.19772
N 2.07384 0.31268 5.10902
C 2.78267 -0.99004 4.78283
C 2.21093 -1.47235 3.49715
O 2.69798 -2.47780 2.87443
O 1.22106 -0.80188 3.03192
H 2.33786 1.04468 4.42748
H 2.31444 0.67082 6.03906
H 1.04575 0.19579 5.05661
H 3.85590 -0.81491 4.71508
H 2.60410 -1.71662 5.57481
*
```

Properties
DFT total energy: -1953.1400 Eh
Kohn-Sham gap: 3.612 eV
HOMO level: -10.8692 eV

9.
ORCA calculation (the ωB97M-V functional and the def2-TZVPD basis) on a structure of composition C48H52CaGe2N9OS at a distorted geometry.

```
! wB97M-V def2-TZVPD RIJCOSX def2/J DEFGRID3
* xyz -1 1
Ca -0.37947 0.51722 0.20953
C 4.21912 3.57966 -1.29652
C 3.14739 2.49132 -1.42460
Ge 2.10765 1.95832 0.24395
C 3.48952 1.01524 1.39422
C 4.93702 1.51264 1.36050
C 2.20306 3.72486 1.17965
C 1.20097 4.59333 1.36658
Ge -0.58095 3.89057 0.76345
C -2.21021 5.04304 0.63057
C -2.19997 6.54471 0.92911
C -0.80162 2.63003 2.33504
C -1.22355 3.43874 3.56299
C 1.42857 5.87235 2.09910
C 2.66549 6.52598 2.04187
C 2.90998 7.67561 2.77913
C 1.91963 8.21707 3.58922
C 0.67521 7.60467 3.63133
C 0.43750 6.45509 2.88992
H 4.58710 3.89574 -2.28002
H 5.08133 3.24356 -0.71865
H 3.81086 4.46546 -0.80014
H 3.57739 1.58955 -1.88357
H 2.38692 2.85451 -2.12444
H 3.47022 -0.05736 1.17309
H 3.09540 1.10303 2.41310
H 5.41956 1.26270 0.41090
H 5.53812 1.06544 2.16027
H 4.99585 2.59751 1.47980
H 3.17414 3.98748 1.61683
H -2.99367 4.55105 1.21684
H -2.48319 4.89651 -0.41588
H -2.21275 6.75438 1.99812
H -3.09027 7.01297 0.49978
H -1.32632 7.04569 0.50279
H 0.17737 2.17891 2.51506
H -1.51946 1.83500 2.17222
H -0.40933 4.06554 3.92813
H -1.50848 2.76021 4.36963
H -2.08619 4.08067 3.35630
H 3.44402 6.13117 1.39966
H 3.88050 8.15437 2.72184
H 2.11301 9.10637 4.17732
H -0.11551 8.01966 4.24553
H -0.53116 5.98154 2.93539
C 0.58614 0.77125 -3.37958
N -0.61406 0.74773 -2.55458
C -1.50274 -0.29765 -3.04922
C -1.36207 2.03120 -2.58293
C -0.52625 3.29020 -2.46244
C -0.14979 3.84319 -3.69454
C 0.56075 5.02192 -3.80571
C 0.89481 5.69976 -2.64624
C 0.52320 5.17424 -1.42087
C -0.17852 3.96250 -1.26772
H 0.35317 0.94923 -4.44084
H 1.08493 -0.19666 -3.29894
H 1.27316 1.54067 -3.04213
H -1.75834 -0.12827 -4.10648
H -2.42672 -0.31353 -2.47432
H -1.01975 -1.27192 -2.95991
H -2.08016 2.00091 -1.77728
H -1.92675 2.09684 -3.52437
H -0.45074 3.32454 -4.59905
H 0.82856 5.41359 -4.78009
H 1.44142 6.63464 -2.69201
H 0.79614 5.73685 -0.53820
C -2.01824 -13.44387 -0.31779
O -0.78097 -12.75300 -0.34076
C -0.82535 -11.39475 -0.29595
C 0.40472 -10.74291 -0.29529
C 0.45897 -9.36384 -0.24456
C -0.70993 -8.60037 -0.19693
C -1.93072 -9.26466 -0.19613
C -1.99805 -10.65043 -0.24665
C -0.69766 -7.12915 -0.16958
N -1.76401 -6.36962 -0.10581
C -1.29888 -5.07772 -0.14899
C 0.06441 -5.05387 -0.24935
N 0.44315 -6.37567 -0.26733
C 0.82375 -3.85362 -0.39998
C 2.21590 -3.79455 -0.51368
C 2.82154 -2.58650 -0.74774
C 2.01912 -1.45099 -0.87194
N 0.70469 -1.46977 -0.70720
C 0.09847 -2.64883 -0.45057
C -1.34950 -2.64547 -0.23747
N -1.97689 -1.44739 -0.18262
C -3.28407 -1.43948 0.00877
C -4.05591 -2.59625 0.14554
C -3.43147 -3.81410 0.08736
C -2.04761 -3.85545 -0.10444
H -1.77540 -14.50208 -0.34359
H -2.63113 -13.19429 -1.18673
H -2.57945 -13.22511 0.59323
H 1.30743 -11.34138 -0.33492
H 1.43235 -8.88665 -0.23404
H -2.83320 -8.66862 -0.15612
H -2.96677 -11.13127 -0.25201
H 1.38495 -6.71889 -0.29346
H 2.80999 -4.69654 -0.41274
H 3.89703 -2.49807 -0.83013
H 2.45809 -0.48916 -1.11724
H -3.75512 -0.46844 0.05581
H -5.12222 -2.51186 0.30304
H -3.97205 -4.74567 0.20020
N -2.53754 1.72226 0.19932
C -3.69983 1.89272 0.22057
N -4.94448 2.13383 0.14500
C -5.97810 1.67316 0.80727
N -6.94698 1.30291 1.33060
S 0.05661 -3.26446 3.27659
C -0.08089 -1.76749 2.64580
N -0.17603 -0.69603 2.17517
*
```

Properties
DFT total energy: -7658.1469 Eh
Relative energy (zero: lowest compared OMol25 entry of this formula, charge and spin): 34.4 kcal per mole
Kohn-Sham gap: 6.134 eV
HOMO level: -4.4846 eV

What is the formula in the sixth record? C4H11N3O

The lowest DFT total energy belongs to which entry? C48H52CaGe2N9OS

Which formula does entry 5 have? C4H4O2